A structure of composition C12H34CdN6O3P, computed with the ωB97M-V functional and the def2-TZVPD basis.

Structure (XYZ):
```
57
Properties=species:S:1:pos:R:3:mulliken_charge:R:1
Cd -0.0422 -0.7320 1.4979 2.61
N -1.4261 -2.5051 0.9358 -0.62
C -2.4473 -3.0880 1.8392 -0.82
C -3.6026 -2.1395 2.1176 -0.71
C -3.2019 -0.8144 2.7784 -0.71
C -2.8912 0.3320 1.8054 -0.19
N -1.5527 0.9102 2.0676 -0.76
H -1.8596 -2.2182 0.0607 0.18
H -0.7529 -3.2228 0.6788 0.28
H -1.9488 -3.3395 2.7778 0.37
H -2.8370 -4.0173 1.4182 0.37
H -4.2960 -2.6756 2.7669 0.36
H -4.1524 -1.9432 1.1915 0.37
H -2.3254 -0.9881 3.4154 0.29
H -3.9960 -0.4990 3.4546 0.34
H -3.6620 1.1023 1.8667 0.50
H -2.8736 -0.0216 0.7735 0.09
H -1.5161 1.3088 3.0004 0.25
H -1.3633 1.6581 1.4062 0.22
N 1.2464 -1.0466 3.5075 -0.53
C 2.6287 -0.7227 3.0897 -0.56
C 2.9161 -1.0637 1.6182 0.57
O 4.0594 -0.9340 1.2267 -0.66
O 1.9047 -1.4206 0.9005 -0.79
H 1.0142 -0.5574 4.3646 0.24
H 1.1934 -2.0366 3.7263 0.24
H 3.3759 -1.2227 3.7055 0.40
H 2.7792 0.3519 3.2062 0.30
C 0.1591 1.2142 -4.2374 -0.98
N -0.4716 1.0612 -2.9346 0.23
C -1.8472 1.5295 -2.8719 -0.85
P 0.4003 0.7429 -1.5811 -0.44
O -0.5389 0.1253 -0.5619 -0.88
N 1.0516 2.1527 -1.0217 0.50
C 1.9009 2.1508 0.1601 -1.17
C 1.0509 3.4093 -1.7543 -0.95
N 1.6264 -0.2503 -1.9570 0.75
C 3.0283 0.1186 -2.1112 -1.00
C 1.3560 -1.6573 -2.2257 -1.18
H -0.4199 0.6747 -4.9898 0.33
H 1.1660 0.8022 -4.2234 0.22
H 0.2163 2.2640 -4.5424 0.36
H -2.4491 0.9992 -3.6130 0.32
H -1.9173 2.6020 -3.0846 0.31
H -2.2621 1.3347 -1.8868 0.10
H 2.0357 1.1340 0.5268 0.24
H 1.4736 2.7752 0.9521 0.31
H 2.8966 2.5376 -0.0724 0.41
H 0.3130 3.3909 -2.5514 0.23
H 2.0343 3.6193 -2.1876 0.28
H 0.7973 4.2300 -1.0796 0.34
H 3.1584 1.1940 -2.0165 0.33
H 3.3854 -0.1791 -3.1015 0.35
H 3.6278 -0.3831 -1.3474 0.25
H 0.2946 -1.8705 -2.0996 0.29
H 1.9272 -2.2733 -1.5304 0.28
H 1.6357 -1.9031 -3.2533 0.36
```

Its charge is +1. The value obtained for the energy above the lowest of the compared OMol25 structures with the same formula, charge and spin is 9.0 kJ/mol.



A cluster of 3 separate species, C32H46F5NO8P2S in total, computed with the ωB97M-V functional and the def2-TZVPD basis.

Structure (XYZ):
```
95
Properties=species:S:1:pos:R:3:mulliken_charge:R:1
C -1.0779 1.4970 -0.1955 -0.14
C -0.2504 1.5359 0.6888 -0.62
C 0.6217 1.9872 1.8520 -0.12
C 0.7766 3.5255 1.9139 0.60
C -0.1210 4.3425 1.2033 -0.73
C 0.0609 5.7489 1.2881 -1.12
C 1.0630 6.3516 2.0749 -0.21
C 1.9549 5.5310 2.8318 -0.17
C 1.7821 4.1373 2.6996 0.46
S 2.9174 3.0522 3.5852 -0.44
C 3.3904 4.0865 4.9807 1.08
C 3.7891 3.4304 6.1634 -0.68
C 4.1617 4.2107 7.2709 -0.50
C 4.1327 5.6279 7.1487 -0.83
C 3.7083 6.2642 5.9630 -0.33
C 3.3201 5.4841 4.8278 -0.36
N 2.9365 6.2034 3.6442 0.79
C 4.0998 6.7006 2.8660 -1.01
C 4.3388 8.2411 3.1549 -0.26
C 3.5658 9.1111 2.1042 -1.05
C 2.8090 10.3215 2.6782 0.83
F 3.5973 11.4127 2.8795 -0.32
F 1.8958 10.7026 1.7037 -0.33
C 1.9574 10.0521 3.9730 0.54
F 0.8454 10.8348 3.9291 -0.30
F 2.6453 10.4716 5.0603 -0.25
F 1.5293 8.7961 4.0997 -0.14
H -1.7362 1.5814 -1.0520 0.38
H 0.0895 1.6584 2.7715 0.29
H 1.5932 1.4775 1.7218 0.38
H -0.9504 3.9825 0.5876 0.23
H -0.6262 6.3875 0.7145 0.36
H 1.1114 7.4455 2.0657 0.22
H 3.8351 2.3332 6.2401 0.35
H 4.4677 3.7525 8.2229 0.36
H 4.4590 6.1898 8.0368 0.35
H 3.7221 7.3604 5.9621 0.29
H 3.8797 6.5881 1.7849 0.66
H 5.0327 6.1275 3.0618 0.43
H 4.0571 8.4369 4.2035 0.00
H 5.4339 8.4234 3.0960 0.46
H 4.3354 9.5330 1.4196 0.40
H 2.9291 8.4716 1.4677 0.46
C -3.0106 -6.8942 0.2887 -0.79
C -2.6389 -5.9378 1.4086 -0.40
O -2.5950 -4.5892 0.9643 -0.33
P -4.0002 -3.8420 0.5399 0.82
O -4.6758 -3.7416 1.8740 -0.77
O -3.4419 -2.3036 0.4127 -0.35
C -3.9515 -1.2618 1.2428 -0.39
C -3.1330 -1.1265 2.5125 -0.93
O -3.6228 -4.0099 -1.0925 0.12
C -4.6462 -4.5256 -1.9551 -0.14
C -5.9778 -3.8221 -1.7814 -1.25
H -4.0681 -6.7864 0.0255 0.20
H -2.8500 -7.9297 0.5946 0.44
H -2.4222 -6.6933 -0.6080 0.08
H -3.3350 -6.0346 2.2468 0.27
H -1.6416 -6.1806 1.7774 0.36
H -5.0079 -1.4217 1.4605 0.34
H -3.8875 -0.3311 0.6741 0.38
H -2.9659 -2.0846 3.0043 0.30
H -3.6266 -0.4550 3.2179 0.38
H -2.1456 -0.7197 2.2811 0.13
H -4.7588 -5.6005 -1.7855 0.28
H -4.2945 -4.3951 -2.9801 0.20
H -6.3891 -3.9913 -0.7788 0.35
H -6.7033 -4.1921 -2.5065 0.41
H -5.8642 -2.7442 -1.9088 0.30
C -0.9170 -4.5225 -3.2086 -0.55
C -1.0872 -3.9720 -4.6129 -0.50
O -0.1104 -4.4836 -5.5099 -0.38
P -0.1683 -6.0747 -5.9221 1.11
O -1.4308 -6.1074 -6.7311 -0.75
O 0.9248 -6.0719 -7.1481 -0.37
C 0.5472 -6.4360 -8.4735 -0.34
C 0.1089 -5.2225 -9.2725 -1.04
O 1.1259 -6.4128 -4.9001 -0.28
C 1.0023 -7.5242 -4.0042 -0.11
C 0.5274 -8.7898 -4.6912 -1.15
H -1.2132 -5.5776 -3.1715 0.04
H -1.5439 -3.9775 -2.5002 0.19
H 0.1225 -4.4574 -2.8853 0.38
H -2.0918 -4.1843 -4.9922 0.25
H -0.9625 -2.8887 -4.5959 0.38
H -0.2258 -7.2050 -8.4589 0.32
H 1.4242 -6.8832 -8.9473 0.36
H -0.6067 -4.6079 -8.7268 0.28
H -0.3422 -5.5274 -10.2188 0.34
H 0.9679 -4.5836 -9.4895 0.28
H 0.3268 -7.2592 -3.1854 0.17
H 1.9881 -7.6923 -3.5683 0.33
H -0.4903 -8.6717 -5.0826 0.36
H 0.5208 -9.6259 -3.9910 0.39
H 1.1740 -9.0367 -5.5350 0.29
```

Its charge is 0. The SMILES is C#CCc1cccc2c1Sc1ccccc1N2CCCC(F)(F)C(F)(F)F.CCOP(=O)(OCC)OCC.CCOP(=O)(OCC)OCC.



A cluster of 3 separate species, C4H16N2O2 in total, computed with the ωB97M-V functional and the def2-TZVPD basis.

Structure (XYZ):
```
24
Properties=species:S:1:pos:R:3:mulliken_charge:R:1
N 2.5268 0.6247 0.5092 -0.50
C 1.8844 -0.2151 -0.4791 -0.48
C 0.3802 0.1502 -0.8018 -0.68
C -0.4894 -0.3810 0.3358 -0.14
C -0.6519 0.4340 1.6764 -0.93
N 0.0065 -0.1749 2.8371 -0.55
H 1.9243 0.9060 1.2549 0.14
H 3.4490 0.3749 0.8168 0.21
H 2.3850 -0.0653 -1.4341 0.36
H 1.9074 -1.2956 -0.2532 0.28
H 0.2745 1.1906 -1.0969 0.38
H 0.1727 -0.4288 -1.6934 0.23
H -0.1068 -1.3653 0.6724 0.28
H -1.5208 -0.4595 -0.0856 0.27
H -0.2495 1.4289 1.5445 0.43
H -1.6453 0.6003 2.1304 0.29
H -0.2688 -1.1135 3.0100 0.20
H 1.0006 -0.0652 2.9251 0.21
O -2.7480 2.7153 -2.0511 -0.64
H -2.5475 1.8103 -1.8283 0.32
H -2.8960 3.2637 -1.2859 0.32
O -1.3323 -2.6843 -2.1106 -0.64
H -0.8621 -2.9826 -2.9508 0.34
H -0.5928 -2.2679 -1.6417 0.30
```

Its charge is 0. The SMILES is NCCCCN.O.O. The value obtained for the energy above the lowest of the compared OMol25 structures with the same formula, charge and spin is 124.1 kJ/mol.



A structure of composition C37H61BiClF6N3O18P2S3Si, computed with the ωB97M-V functional and the def2-TZVPD basis.

Structure (XYZ):
```
133
Properties=species:S:1:pos:R:3:mulliken_charge:R:1
Bi 0.7879 -0.2836 0.2563 4.50
C -3.1950 0.6903 3.5101 -2.08
C -1.9823 0.3499 2.6292 1.50
O -2.3218 0.5351 1.2667 -0.19
P -0.5161 1.2747 3.2287 0.59
O -0.5271 0.9752 4.7796 -0.64
O -0.8288 2.8317 3.2259 -0.85
O 0.7305 0.8817 2.5154 -0.68
P -1.4698 -1.4175 2.8983 0.51
O -2.7732 -2.2509 2.4573 -0.70
O -1.2696 -1.5738 4.3770 -1.01
O -0.3209 -1.7262 1.9671 -1.04
H -3.2736 1.7673 3.6710 0.44
H -3.1468 0.1872 4.4743 0.38
H -4.0823 0.3475 2.9763 0.33
H -1.7139 1.1495 0.7758 0.15
H -0.7098 -0.0026 4.8924 0.45
H -0.6415 3.2577 2.3686 0.42
H -2.9695 -2.0982 1.5225 0.32
Cl 1.2745 7.4768 0.7304 -0.30
C 0.7364 5.8203 0.4794 -0.08
C -0.6128 5.5202 0.4955 -0.49
C -1.0201 4.2046 0.3214 -0.37
C -0.0978 3.1494 0.1312 -1.21
O -0.5087 1.9218 0.0371 -0.81
C 1.2751 3.4982 0.0868 1.56
C 2.3593 2.4968 -0.2535 -0.50
O 2.3842 1.2970 0.2679 -1.13
C 1.6660 4.8153 0.2637 -0.91
H -1.3430 6.3075 0.6368 0.42
H -2.0739 3.9482 0.3111 0.40
H 3.3249 3.0017 -0.1457 0.12
H 2.7221 5.0631 0.2290 0.37
C 1.1782 -1.7840 -4.6427 -1.25
C 1.1064 -3.0780 -3.8196 2.26
C -0.1303 -3.8762 -4.2195 -1.78
C 2.3720 -3.8972 -4.0494 -1.91
N 1.0572 -2.8455 -2.3653 0.32
N 0.0720 -1.9277 -1.9299 1.06
H 1.5304 -2.0018 -5.6559 0.78
H 1.8725 -1.0810 -4.1797 -0.17
H 0.2052 -1.2929 -4.7268 -0.10
H -0.1411 -4.0545 -5.2991 0.47
H -1.0412 -3.3263 -3.9669 0.19
H -0.1483 -4.8381 -3.6985 0.27
H 2.4638 -4.1633 -5.1051 0.47
H 2.3618 -4.8106 -3.4506 0.30
H 3.2580 -3.3172 -3.7654 0.33
H 1.9551 -2.5134 -2.0252 -0.21
H -0.8247 -2.3976 -1.8653 -0.27
H -0.0398 -1.1502 -2.5797 -0.83
C 1.6049 2.4763 -8.2313 -1.53
C 1.6850 2.2200 -6.7456 0.95
C 0.6329 2.5608 -5.9040 -1.05
C 0.6890 2.3237 -4.5345 0.54
C -0.4641 2.6774 -3.6246 -1.04
C 1.8420 1.7345 -4.0182 0.59
C 2.9094 1.3686 -4.8317 1.60
C 4.1510 0.7256 -4.2599 -1.81
C 2.8132 1.6221 -6.1948 -1.10
C 1.8849 1.4762 -2.5420 -0.49
O 2.3054 2.4933 -1.8551 -0.44
O 1.5036 0.3902 -2.1170 0.33
H 0.6596 2.9505 -8.4965 0.35
H 1.6827 1.5440 -8.7957 0.33
H 2.4163 3.1289 -8.5623 0.34
H -0.2647 3.0067 -6.3226 0.29
H -1.3741 2.8432 -4.2014 0.44
H -0.2432 3.5848 -3.0532 0.42
H -0.6682 1.8841 -2.8998 -0.30
H 3.9716 0.2832 -3.2790 0.12
H 4.9499 1.4634 -4.1467 0.44
H 4.5141 -0.0618 -4.9226 0.37
H 3.6362 1.3346 -6.8450 0.35
F -4.4246 -1.3159 0.0259 -0.22
C -4.6873 -0.6361 -1.0911 0.26
F -5.7854 -1.1586 -1.6419 -0.23
F -4.9246 0.6307 -0.7811 -0.22
S -3.2536 -0.8011 -2.2259 1.44
O -2.1706 -0.0542 -1.6519 0.02
O -3.0852 -2.2289 -2.3694 -0.79
N -3.9471 -0.0807 -3.4774 -0.79
S -3.1538 -0.0549 -4.8382 1.01
O -3.5058 1.0876 -5.6285 -0.72
O -1.7625 -0.4159 -4.7051 -0.66
C -3.8829 -1.4430 -5.7943 0.50
F -3.4962 -1.3468 -7.0728 -0.24
F -3.4923 -2.6242 -5.3275 -0.19
F -5.2189 -1.3939 -5.7594 -0.25
C 5.4907 -5.9967 0.9958 -1.70
C 5.1611 -4.7316 0.2096 1.76
C 5.5094 -4.9007 -1.2630 -1.66
C 5.9269 -3.5446 0.7937 -1.44
O 3.7524 -4.5660 0.2686 0.67
Si 2.7479 -3.5616 1.1142 -1.23
S 2.9800 -1.5719 0.4453 -0.70
O 1.2319 -4.0530 0.8387 1.38
C 0.5310 -5.2859 0.6681 1.72
C 0.7455 -6.1703 1.8920 -1.55
C -0.9325 -4.8971 0.5366 -1.22
C 1.0075 -5.9874 -0.5978 -1.15
O 3.2696 -3.7518 2.6565 0.39
C 2.9424 -3.2531 3.9621 2.13
C 1.5684 -3.7561 4.3715 -1.33
C 4.0109 -3.8226 4.8828 -2.09
C 2.9841 -1.7307 3.9754 -1.48
H 6.5702 -6.1763 1.0163 0.43
H 4.9947 -6.8602 0.5445 0.31
H 5.1282 -5.8837 2.0204 0.19
H 6.5749 -5.1144 -1.3907 0.43
H 5.2629 -3.9848 -1.8069 0.28
H 4.9254 -5.7193 -1.6911 0.24
H 6.9962 -3.6757 0.6104 0.51
H 5.7574 -3.4682 1.8713 0.09
H 5.6016 -2.6076 0.3365 0.30
H 0.2985 -5.7106 2.7750 0.25
H 1.8157 -6.3108 2.0760 0.16
H 0.2851 -7.1491 1.7319 0.48
H -1.2207 -4.2670 1.3814 0.08
H -1.5663 -5.7877 0.5155 0.39
H -1.0881 -4.3289 -0.3842 0.15
H 2.0370 -6.3349 -0.4861 0.12
H 0.9681 -5.2759 -1.4246 -0.11
H 0.3580 -6.8399 -0.8148 0.50
H 1.5508 -4.8495 4.3412 0.19
H 0.8015 -3.3705 3.6990 -0.07
H 1.3226 -3.4260 5.3837 0.58
H 4.0023 -4.9154 4.8305 0.37
H 3.8260 -3.5164 5.9161 0.40
H 5.0009 -3.4672 4.5806 0.38
H 2.2342 -1.3111 3.3048 0.04
H 3.9668 -1.3707 3.6576 0.26
H 2.7774 -1.3626 4.9846 0.50
```

Its charge is -2. The value obtained for the energy above the lowest of the compared OMol25 structures with the same formula, charge and spin is 1.1 kJ/mol.



A cluster of 2 separate species, C4H7NO2 in total, computed with the ωB97M-V functional and the def2-TZVPD basis.

Structure (XYZ):
```
14
Properties=species:S:1:pos:R:3:mulliken_charge:R:1
H -0.5628 -1.6717 -1.5960 0.25
N -1.1864 -1.1310 -0.9968 -0.81
C -0.6013 -0.5512 -0.0122 0.21
C 0.3481 -1.2440 0.9700 0.53
O 1.0290 -0.6499 1.7548 -0.52
O 0.3613 -2.5773 0.8556 -0.47
H -1.2338 0.1506 0.5711 0.34
H -0.3255 -2.8573 0.2198 0.36
C 0.6844 1.3234 -0.7206 -0.50
C -0.0221 2.0814 0.1526 -0.57
H 1.6756 0.9868 -0.4524 0.28
H 0.4786 1.3797 -1.7798 0.28
H 0.2698 2.1542 1.1875 0.31
H -0.9146 2.6063 -0.1538 0.31
```

Its charge is 0. The SMILES is [H]/N=C\C(=O)O.C=C. The value obtained for the energy above the lowest of the compared OMol25 structures with the same formula, charge and spin is 317.8 kJ/mol.



| no. | Kohn-Sham gap (eV) |
| --- | --- |
| 1 | 9.235 |
| 2 | 7.312 |
| 3 | 9.818 |
| 4 | 7.493 |
| 5 | 9.663 |